Record 1
Here is a gas-phase ion, C7H10N (charge +1) from the OMol25 dataset. Energies are from the ωB97M-V functional and the def2-TZVPD basis.

Each line ends with the natural charge from an NBO analysis.
Element x y z (Å)
C -2.935 -0.033 -0.039  -0.63
C -1.418 0.024 0.004  0.05
C -0.718 -1.173 0.162  -0.19
C 0.700 -1.162 0.148  -0.20
C 1.445 -0.005 0.028  0.05
N 2.962 0.002 -0.074  -0.67
C 0.703 1.199 -0.081  -0.24
C -0.643 1.170 -0.195  -0.19
H -3.330 0.925 0.447  0.24
H -3.355 -0.920 0.256  0.23
H -3.173 0.071 -1.057  0.24
H -1.299 -2.115 0.342  0.25
H 1.409 -2.024 0.159  0.21
H 3.249 0.762 -0.599  0.45
H 3.260 -0.907 -0.475  0.45
H 3.367 -0.142 0.900  0.46
H 1.076 2.208 -0.210  0.24
H -1.319 2.092 -0.444  0.24

Computed properties:
Kohn-Sham gap	9.7	eV
structure (SMILES)	Cc1ccc([NH3+])cc1
lowest unoccupied orbital energy	-3.69	eV
relative energy (zero: lowest compared OMol25 entry of this formula, charge and spin)	0.0000	eV
charge	+1
multiplicity	1

Record 2
Here is a molecular structure, C7H10N2 from the OMol25 dataset. Energies are from the ωB97M-V functional and the def2-TZVPD basis.

Each line ends with the natural charge from an NBO analysis.
Element x y z (Å)
C 2.199 -0.466 0.075  -0.43
C -0.084 -0.834 -0.510  -0.05
C -1.412 -0.197 -1.033  -0.08
C -0.811 -0.441 0.911  -0.12
C -0.475 1.006 0.855  -0.29
C -0.969 1.289 -0.581  -0.23
C 0.465 1.267 -0.289  -0.07
H 2.395 -1.400 -0.551  0.21
H 3.045 0.248 0.152  0.21
H 1.963 -0.691 1.171  0.17
H 0.223 -1.917 -0.565  0.22
H -1.784 -0.591 -1.972  0.23
H -2.162 -1.669 0.218  0.34
H -0.666 -0.865 1.963  0.22
H -0.660 1.708 1.701  0.24
H -1.541 2.156 -0.913  0.24
H 1.304 1.998 -0.130  0.23
N 1.032 0.011 -0.697  -0.43
N -2.062 -0.613 0.194  -0.61

Computed properties:
Kohn-Sham gap	9.3	eV
lowest unoccupied orbital energy	1.01	eV
relative energy (zero: lowest compared OMol25 entry of this formula, charge and spin)	3.9593	eV
multiplicity	1

Record 3
Here is a molecular structure, C7H10N2 from the OMol25 dataset. Energies are from the ωB97M-V functional and the def2-TZVPD basis.

Each line ends with the natural charge from an NBO analysis.
Element x y z (Å)
C 1.045 -2.061 -0.376  -0.24
C 1.082 -3.092 -2.640  0.10
C 0.426 -0.832 -0.110  0.22
C 0.474 -0.078 1.161  -0.49
C -0.432 0.838 0.320  0.11
C -1.894 1.133 0.825  -0.62
C 0.250 2.126 0.072  -0.62
N 0.988 -2.693 -1.523  -0.18
N -0.378 -0.101 -0.810  -0.44
H 1.552 -2.540 0.410  0.21
H 0.768 -3.735 -3.425  0.23
H 0.043 -0.568 2.056  0.22
H 1.450 0.391 1.377  0.21
H -1.732 1.814 1.618  0.20
H -2.434 0.220 1.122  0.22
H -2.350 1.909 0.120  0.22
H 0.274 2.870 0.900  0.22
H -0.348 2.552 -0.788  0.21
H 1.214 1.848 -0.309  0.21

Computed properties:
Kohn-Sham gap (alpha / beta)	8.2 / 8.2	eV
lowest unoccupied orbital energy (alpha / beta)	0.63 / 0.63	eV
relative energy (zero: lowest compared OMol25 entry of this formula, charge and spin)	4.4935	eV
multiplicity	1

Record 4
Here is a molecular structure, C7H10N2 from the OMol25 dataset. Energies are from the ωB97M-V functional and the def2-TZVPD basis.

Each line ends with the natural charge from an NBO analysis.
Element x y z (Å)
C 2.830 -0.832 -0.536  -0.62
C 1.825 -0.443 0.425  -0.32
C 1.500 1.158 0.452  -0.18
C -1.164 1.236 -0.358  -0.13
C -1.756 -0.097 -0.107  0.13
C -3.279 -0.519 0.036  -0.68
C 0.329 -0.429 -0.028  0.32
H 3.685 0.299 -0.778  0.20
H 3.651 -2.011 -0.098  0.26
H 1.876 -0.723 -1.446  0.26
H 1.985 -0.647 1.582  0.22
H 2.226 1.600 -0.332  0.20
H 1.657 1.462 1.568  0.23
H -1.467 2.098 -0.906  0.23
H -3.036 -1.349 0.920  0.25
H -3.611 -0.967 -1.042  0.24
H -4.018 0.411 0.677  0.23
N 0.151 0.939 -0.099  -0.37
N -0.816 -1.026 0.179  -0.48

Computed properties:
Kohn-Sham gap	8.8	eV
lowest unoccupied orbital energy	0.53	eV
relative energy (zero: lowest compared OMol25 entry of this formula, charge and spin)	8.7791	eV
multiplicity	1

Record 5
Here is a single C7H10N2O molecule from the OMol25 dataset. Energies are from the ωB97M-V functional and the def2-TZVPD basis.

Each line ends with the natural charge from an NBO analysis.
Element x y z (Å)
C -0.710 -1.488 -2.381  -0.58
C 0.203 -0.562 -2.076  0.33
N 1.185 0.047 -1.734  -0.15
O 1.211 1.297 -1.001  -0.37
C 0.248 1.573 -0.003  0.07
C -1.064 2.131 -0.587  -0.64
C 0.006 0.330 0.866  -0.29
C 0.894 -0.081 1.840  -0.01
N 0.624 -1.153 2.574  -0.40
C 0.673 -2.352 2.164  -0.05
H -1.470 -1.361 -3.091  0.23
H -0.932 -2.240 -1.664  0.23
H 0.996 2.264 0.604  0.21
H -0.985 3.054 -0.975  0.22
H -1.295 1.413 -1.295  0.22
H -1.734 2.356 0.168  0.22
H -0.854 -0.259 0.479  0.21
H 1.655 0.607 2.163  0.21
H 0.320 -3.042 2.889  0.19
H 1.028 -2.534 1.058  0.17

Computed properties:
Kohn-Sham gap	9.3	eV
structure (SMILES)	C=C=NO[C@@H](C)/C=C/N=C
lowest unoccupied orbital energy	0.66	eV
relative energy (zero: lowest compared OMol25 entry of this formula, charge and spin)	6.9471	eV
multiplicity	1

Record 6
Here is a single C7H10N2O molecule from the OMol25 dataset. Energies are from the ωB97M-V functional and the def2-TZVPD basis.

Each line ends with the natural charge from an NBO analysis.
Element x y z (Å)
C 1.392 1.327 1.428  -0.60
C 1.032 0.867 0.009  -0.44
C -0.188 0.032 0.168  -0.15
C -0.982 -0.481 -0.951  -0.15
C -1.605 -1.884 -0.970  -0.61
C -1.556 0.726 -0.155  -0.13
C -2.516 0.392 0.881  0.28
N -3.273 -0.019 1.647  -0.31
N -1.670 1.970 -0.674  0.14
O -0.953 2.346 -1.566  -0.30
H 0.783 2.115 1.824  0.21
H 2.367 1.671 1.402  0.21
H 1.286 0.564 2.225  0.20
H 1.926 0.254 -0.378  0.22
H 1.146 1.875 -0.528  0.26
H -0.226 -0.648 1.044  0.25
H -0.841 -0.126 -1.965  0.24
H -1.705 -2.291 0.040  0.22
H -0.984 -2.545 -1.422  0.22
H -2.370 -1.842 -1.655  0.23

Computed properties:
Kohn-Sham gap	8.9	eV
structure (SMILES)	CC[C@@H]1[C@@H](C)[C@]1(C#N)N=O
lowest unoccupied orbital energy	-0.39	eV
relative energy (zero: lowest compared OMol25 entry of this formula, charge and spin)	5.2264	eV
multiplicity	1

Record 7
Here is 2 unconnected molecules or ions with the total composition C7H10N2O2 from the OMol25 dataset. Energies are from the ωB97M-V functional and the def2-TZVPD basis.

Each line ends with the natural charge from an NBO analysis.
Element x y z (Å)
O -0.248 1.275 -1.112  -0.59
N -0.253 -0.151 -0.992  -0.09
C 0.378 -0.549 0.256  -0.11
C 0.993 0.425 1.177  -0.15
C 2.055 1.202 0.802  -0.24
C 2.660 1.019 -0.488  -0.23
C 2.265 0.039 -1.337  -0.23
C 1.105 -0.780 -1.038  -0.15
H 0.669 1.445 -1.478  0.47
H -0.100 -1.340 0.592  0.21
H 0.536 0.767 2.051  0.22
H 2.415 1.794 1.619  0.22
H 3.541 1.656 -0.677  0.22
H 2.797 -0.192 -2.284  0.23
H 1.081 -1.659 -1.549  0.21
C -3.000 0.957 0.928  -0.54
N -2.269 -0.106 1.595  0.13
O -2.914 -1.102 1.914  -0.28
H -4.051 0.943 0.821  0.20
H -2.528 0.983 -0.135  0.26
H -2.896 1.966 1.273  0.23

Computed properties:
Kohn-Sham gap	9.0	eV
structure (SMILES)	ON1[C@@H]2C=CC=C[C@@H]21.CN=O
lowest unoccupied orbital energy	0.07	eV
relative energy (zero: lowest compared OMol25 entry of this formula, charge and spin)	7.7404	eV
multiplicity	1

Record 8
Here is 3 unconnected molecules or ions with the total composition C7H10N2O2 from the OMol25 dataset. Energies are from the ωB97M-V functional and the def2-TZVPD basis.

Each line ends with the natural charge from an NBO analysis.
Element x y z (Å)
C 4.203 0.150 0.611  0.07
C 1.344 1.672 -4.021  1.02
C -1.493 -1.876 0.200  -0.42
C 0.037 -1.765 0.457  -0.51
C -2.010 -0.413 0.363  -0.20
C 0.277 -0.323 1.097  0.21
C -1.143 1.620 1.479  -0.41
N 4.477 0.655 -0.375  -0.32
N -0.922 0.243 1.058  -0.52
O 2.065 1.048 -4.623  -0.50
O 0.585 2.308 -3.439  -0.52
H -1.593 -2.139 -0.857  0.22
H -2.004 -2.586 0.901  0.21
H 0.242 -2.530 1.163  0.22
H 0.609 -1.598 -0.580  0.23
H -2.189 0.033 -0.700  0.16
H -2.962 -0.206 0.834  0.20
H -0.857 2.364 0.678  0.19
H -2.182 1.843 1.777  0.20
H -0.414 1.831 2.408  0.20
H 3.931 -0.330 1.571  0.24

Computed properties:
Kohn-Sham gap (alpha / beta)	6.1 / 8.6	eV
lowest unoccupied orbital energy (alpha / beta)	0.59 / -1.01	eV
relative energy (zero: lowest compared OMol25 entry of this formula, charge and spin)	0.6544	eV
expectation value of S²	2.01
multiplicity	3

Record 9
Here is a molecular structure, C7H10N2OS from the OMol25 dataset. Energies are from the ωB97M-V functional and the def2-TZVPD basis.

Each line ends with the natural charge from an NBO analysis.
Element x y z (Å)
C -1.249 0.317 -1.171  0.33
C 1.165 0.618 -1.536  0.68
C -0.011 -0.339 -1.559  -0.40
C 0.212 -0.540 -0.075  0.10
C -2.203 0.912 -2.032  -0.68
C 2.115 1.114 0.811  -0.42
C -0.596 -2.295 3.294  -0.51
N -1.083 0.205 0.118  -0.43
N 1.427 0.402 -0.234  -0.41
O 1.635 1.353 -2.380  -0.60
S 0.626 -1.532 4.019  0.08
H 0.003 -1.068 -2.283  0.23
H -2.426 0.122 -2.799  0.24
H -1.715 1.745 -2.477  0.26
H -3.019 1.186 -1.394  0.24
H 1.540 2.074 0.972  0.21
H 2.362 0.472 1.564  0.22
H 3.060 1.352 0.378  0.22
H -1.216 -2.987 3.898  0.21
H 0.339 -1.389 0.535  0.20
H -0.967 -1.719 2.352  0.22

Computed properties:
Kohn-Sham gap	8.4	eV
lowest unoccupied orbital energy	-0.66	eV
relative energy (zero: lowest compared OMol25 entry of this formula, charge and spin)	3.8448	eV
multiplicity	1

Record 10
Here is a gas-phase ion, C7H10N3 (charge +1) from the OMol25 dataset. Energies are from the ωB97M-V functional and the def2-TZVPD basis.

Each line ends with the natural charge from an NBO analysis.
Element x y z (Å)
C 1.486 1.186 -0.013  -0.09
C 2.103 -0.059 0.031  0.20
C -0.041 -0.399 0.436  0.43
C -0.968 1.659 -0.211  0.08
C -2.204 1.046 -0.145  -0.02
C 3.535 -0.417 -0.185  -0.66
C -3.224 -1.292 0.135  -0.46
N 0.125 0.933 0.077  -0.35
N 1.094 -1.011 0.207  -0.57
N -2.280 -0.258 -0.224  -0.23
H 1.606 2.163 -0.088  0.23
H -0.685 2.657 -0.468  0.23
H -3.051 1.742 -0.104  0.24
H 3.689 -1.469 0.263  0.23
H 3.897 -0.331 -1.187  0.26
H 4.087 0.283 0.492  0.26
H -3.718 -0.982 1.147  0.23
H -4.193 -1.218 -0.485  0.26
H -2.665 -2.211 0.034  0.25
H 1.409 -2.023 0.288  0.46

Computed properties:
Kohn-Sham gap (alpha / beta)	7.0 / 7.2	eV
lowest unoccupied orbital energy (alpha / beta)	-5.39 / -5.49	eV
relative energy (zero: lowest compared OMol25 entry of this formula, charge and spin)	5.0004	eV
charge	+1
multiplicity	1